12
Properties=species:S:1:pos:R:3:forces:R:3:mulliken_charge:R:1 method="wB97M-V/def2-TZVPD" smiles=NCN.O de_lowest_kj_mol=48.47 homo_ev=-8.910 gap_ha=0.363
N -1.49983 0.19109 -1.39454 -0.2 -0.1 -0.8 -0.620
C -0.44321 -0.45161 -0.61146 -0.9 2.1 1.0 -0.403
N -0.38478 0.16020 0.75497 3.5 0.6 -1.6 -0.536
H -2.43636 -0.00284 -1.06184 0.1 -0.1 0.1 0.227
H -1.38813 1.21216 -1.38822 0.1 -0.7 0.0 0.230
H -0.60844 -1.54669 -0.52090 0.3 0.8 -0.3 0.319
H 0.47103 -0.13031 -1.13133 0.0 -0.9 0.3 0.353
H -0.10370 1.17635 0.71552 -0.7 -1.7 0.0 0.247
H -1.19650 0.02280 1.25486 -2.1 -0.1 1.2 0.199
O 2.87141 -0.07196 1.10416 2.8 1.5 0.6 -0.632
H 2.26991 0.01982 1.80413 -1.4 0.2 1.4 0.317
H 2.44860 -0.57901 0.47464 -1.5 -1.7 -2.0 0.300